(1)
11
Properties=species:S:1:pos:R:3:forces:R:3 method="wB97M-V/def2-TZVPD" e_homo_ev=-10.6106 max_force_ev_per_a=1.1 e_above_lowest_ev=1.681 gap_ev=11.1614 e_tot_ev=-7660.77455 lumo_energy_ha=0.02024
C 1.697 -0.816 0.051 0.21 -0.09 -0.01
N 0.396 -0.159 0.042 -0.13 0.69 0.08
C 0.222 1.046 0.162 -0.01 -0.11 0.01
N -0.071 2.209 0.410 0.11 -0.50 -0.11
H 2.120 -0.826 -0.958 -0.07 -0.02 0.15
H 1.566 -1.848 0.380 0.02 0.16 -0.05
H 2.397 -0.312 0.726 -0.07 -0.09 -0.09
H -0.155 2.862 -0.359 0.02 -0.04 0.02
C -2.701 -0.733 -0.148 -1.00 0.15 -0.08
N -3.841 -0.579 -0.237 1.10 -0.18 0.08
H -1.629 -0.844 -0.069 -0.17 0.03 -0.01

---

(2)
78
Properties=species:S:1:pos:R:3:forces:R:3 method="wB97M-V/def2-TZVPD" e_homo_ev="-10.2068 / -10.8883" max_force_ev_per_a=4.2 e_above_lowest_ev=0.960 s2=6.03 charge=+1 gap_ev="5.6588 / 3.8624" e_tot_ev=-179187.04423 spin_multiplicity=5 lumo_energy_ha="-0.16714 / -0.25820"
Rh -0.606 -0.074 1.170 -2.45 2.36 -0.47
C 2.054 2.662 2.028 0.95 0.18 0.00
C 2.109 1.419 2.905 -1.16 -0.24 -0.36
Ge 1.591 -0.310 1.924 3.36 -0.48 2.51
C 2.230 -1.699 3.262 0.37 0.04 -0.52
C 1.570 -3.101 3.174 -1.01 0.88 -0.04
C 2.458 -0.355 0.198 -0.12 -0.64 -1.55
C 1.939 -0.880 -0.943 0.53 0.45 0.79
Ge 0.062 -1.338 -0.733 0.19 -1.88 -1.70
C -0.184 -3.326 -0.286 -0.39 0.14 0.58
C -0.910 -4.147 -1.364 -0.57 0.82 -0.17
C -1.109 -0.784 -2.255 0.25 -0.43 0.25
C -0.240 -0.452 -3.477 1.02 -1.18 0.09
C 2.753 -1.037 -2.169 -0.16 0.79 -0.24
C 3.688 -0.055 -2.529 0.07 0.52 1.01
C 4.715 -0.313 -3.423 0.09 0.50 -0.09
C 4.712 -1.538 -4.067 0.38 -0.44 -0.61
C 3.645 -2.436 -3.895 1.16 -0.02 -0.33
C 2.663 -2.168 -2.972 -0.52 -1.02 0.83
H 1.043 2.972 1.804 -0.21 0.27 0.33
H 2.514 2.471 1.058 0.14 -0.06 -0.13
H 2.660 3.489 2.467 -0.70 -0.43 -0.15
H 1.332 1.406 3.682 0.54 0.34 0.08
H 3.109 1.279 3.353 -0.47 -0.40 -0.24
H 2.158 -1.274 4.293 0.09 -0.20 -1.16
H 3.302 -1.757 2.968 -0.46 0.00 0.36
H 0.672 -3.041 2.543 0.11 -0.08 0.15
H 1.171 -3.377 4.168 0.59 -0.29 -0.51
H 2.193 -3.846 2.689 0.24 -0.16 0.46
H 3.453 0.089 0.165 0.20 -0.03 0.11
H -0.793 -3.319 0.629 0.29 -0.09 -0.08
H 0.793 -3.750 -0.024 -0.17 0.25 0.01
H -1.362 -3.468 -2.096 -0.33 -0.22 0.15
H -1.702 -4.812 -0.967 0.53 0.35 -0.13
H -0.236 -4.715 -1.970 0.55 -0.60 -0.11
H -1.529 0.124 -1.833 -0.47 0.13 -0.29
H -1.904 -1.534 -2.507 0.67 0.77 0.43
H 0.554 0.270 -3.221 -0.32 -0.28 -0.07
H -0.839 -0.010 -4.258 -0.17 -0.02 -0.39
H 0.292 -1.397 -3.856 -0.88 1.46 0.31
H 3.644 0.911 -2.005 0.14 -0.47 -0.18
H 5.514 0.443 -3.582 -0.72 -0.72 0.03
H 5.565 -1.803 -4.711 -0.61 0.07 0.24
H 3.698 -3.402 -4.394 -0.24 0.28 -0.03
H 1.902 -2.946 -2.751 0.49 0.58 -0.16
S -3.088 0.266 1.151 0.61 0.56 -0.44
C -4.014 -0.902 1.964 -1.48 0.11 1.87
N -4.842 -0.497 3.016 -0.58 -0.48 -0.98
C -5.904 -1.233 3.429 0.93 -0.74 -0.39
C -6.145 -2.513 2.917 0.33 0.15 -0.71
C -5.294 -3.000 1.906 0.07 1.70 0.91
C -4.216 -2.176 1.503 -0.21 -1.46 -0.47
H -4.705 0.445 3.379 -0.03 -0.18 0.03
H -6.571 -0.842 4.172 0.14 0.47 0.32
H -7.020 -3.078 3.263 0.49 0.34 -0.16
H -5.498 -3.932 1.410 0.18 -0.28 0.03
H -3.515 -2.528 0.763 -0.05 -0.09 -0.24
O -1.231 2.653 0.988 -0.56 -0.50 0.55
C -0.575 2.475 -0.033 0.06 0.21 -1.00
O 0.020 1.376 -0.317 -0.18 -0.45 -0.01
C -0.344 3.533 -1.054 0.29 -0.03 -0.60
C 0.699 3.306 -1.965 0.15 0.74 0.24
C 1.146 4.313 -2.821 -0.65 -0.04 -0.61
C 0.487 5.549 -2.888 -0.04 -0.99 2.05
C -0.547 5.732 -1.922 0.80 -1.33 -1.56
C -1.066 4.717 -1.109 0.45 0.75 -0.17
N -1.177 7.014 -1.937 -1.86 0.64 0.81
O -2.133 7.176 -1.172 0.86 0.10 -0.67
O -0.754 7.838 -2.710 -0.01 0.53 -0.05
H 1.180 2.335 -1.962 0.07 0.18 0.05
H 1.952 4.074 -3.509 -0.08 0.19 0.07
H 0.808 6.350 -3.545 -0.19 -0.15 0.18
H -2.011 4.886 -0.586 0.66 -0.01 0.22
F -1.190 -1.413 2.722 -0.60 0.34 2.05
B -1.217 -0.440 3.977 0.98 -0.32 0.44
F -1.467 0.864 3.442 0.00 -1.28 0.28
F -2.181 -0.914 4.817 -0.12 0.30 -0.52
F 0.069 -0.505 4.519 -1.24 0.16 -0.48

---

(3)
21
Properties=species:S:1:pos:R:3:forces:R:3 method="wB97M-V/def2-TZVPD" e_homo_ev=-2.9529 max_force_ev_per_a=1.1 e_above_lowest_ev=0.131 charge=-1 gap_ev=6.6176 e_tot_ev=-20222.80234 lumo_energy_ha=0.13468
C -0.853 0.101 1.702 0.28 -0.14 -0.31
N 0.556 0.467 1.566 -0.05 0.30 0.36
C 1.521 -0.603 1.480 -0.58 -0.05 -0.29
N 1.065 -1.732 0.656 0.30 -0.39 0.40
C -1.708 1.150 0.990 -0.44 0.38 0.95
C -1.957 0.881 -0.479 0.34 0.37 -0.65
S -0.447 0.888 -1.551 -0.03 -0.16 0.06
H -1.037 -0.874 1.230 -0.16 0.06 0.18
H -1.103 0.010 2.768 -0.09 0.05 -0.08
H 0.625 1.048 0.736 0.07 -0.21 -0.16
H 1.736 -1.010 2.478 0.24 0.23 -0.05
H 2.390 -0.126 1.025 0.45 -0.07 0.32
H 1.888 -2.244 0.331 -0.52 0.25 -0.15
H 0.569 -1.349 -0.141 0.17 -0.03 -0.33
H -1.254 2.140 1.152 0.13 -0.18 -0.26
H -2.668 1.238 1.529 -0.01 -0.23 -0.23
H -2.523 -0.044 -0.590 0.10 -0.28 0.02
H -2.594 1.659 -0.908 -0.09 0.06 0.26
H 1.753 -0.630 -1.904 0.03 -0.54 0.39
H 2.402 -1.424 -2.986 0.12 -0.23 0.10
O 2.342 -1.413 -2.023 -0.27 0.82 -0.53

---

(4)
18
Properties=species:S:1:pos:R:3:forces:R:3 method="wB97M-V/def2-TZVPD" e_homo_ev=-7.5825 max_force_ev_per_a=1.5 e_above_lowest_ev=5.981 gap_ev=8.2197 e_tot_ev=-12958.72538 lumo_energy_ha=0.02342
C -1.795 0.137 -0.044 0.45 -0.29 0.31
C 0.008 -0.072 -1.857 -0.06 0.16 0.00
N -0.334 -0.047 -0.435 0.53 -0.23 0.88
C -1.200 -1.157 0.260 0.19 -0.09 0.25
C 0.750 0.493 0.635 -0.12 0.25 -1.45
C 2.032 0.116 0.407 -0.39 -0.12 0.03
O -0.224 -0.393 1.864 -0.54 -0.23 -0.33
O 0.454 1.790 0.956 -0.11 -0.28 0.25
O -1.270 -2.342 0.197 0.17 0.82 0.02
H 0.408 -1.047 2.192 -0.06 0.04 -0.12
H 0.221 1.800 1.894 -0.06 -0.03 -0.08
H -2.477 0.162 -0.890 0.15 0.02 0.04
H -1.963 0.859 0.745 0.04 0.02 -0.11
H -0.121 0.930 -2.267 0.00 -0.03 -0.04
H 1.045 -0.371 -1.982 -0.05 -0.01 0.16
H -0.636 -0.777 -2.385 -0.03 0.02 0.09
H 2.830 0.783 0.690 -0.06 -0.02 0.13
H 2.271 -0.864 0.020 -0.03 0.01 -0.05